Here is C3H8O3 in the gas phase in a non-equilibrium geometry from OMol25. Energies are from the ωB97M-V functional and the def2-TZVPD basis.

Calculated values
LUMO level = 0.4586 eV
SMILES = OCC(O)CO
F_max = 3.57 eV/Å
Gap between HOMO and LUMO = 0.3791 Ha
Relative energy (zero: lowest compared OMol25 entry of this formula, charge and spin) = 41.7 kcal per mole
Highest occupied orbital energy = -9.86 eV

```
14
Properties=species:S:1:pos:R:3:nbo_charge:R:1
O -1.64948 -0.42672 -1.45093 -0.74
C -0.72092 0.46536 -0.89547 -0.09
C 0.47067 -0.43736 -0.20284 0.06
O -0.10466 -1.43449 0.59520 -0.74
C 1.30511 0.49857 0.66706 -0.09
O 0.57545 0.92420 1.79608 -0.72
H -2.49681 -0.67247 -0.94678 0.48
H -0.26466 0.95458 -1.77339 0.18
H -1.08959 1.16433 -0.11502 0.19
H 1.06507 -0.86746 -1.03225 0.16
H -1.05496 -1.66403 0.18127 0.48
H 2.23372 -0.01569 0.95393 0.17
H 1.58114 1.39355 0.09252 0.18
H 0.14991 0.11762 2.13062 0.48
```

Here is 3 unconnected molecules or ions with the total composition C3H8O3 from OMol25. Energies are from the ωB97M-V functional and the def2-TZVPD basis.

Calculated values
LUMO level = 0.0737 eV
SMILES = [H][H].O=CCO.C=O
F_max = 0.81 eV/Å
Gap between HOMO and LUMO = 0.3821 Ha
Relative energy (zero: lowest compared OMol25 entry of this formula, charge and spin) = 79.5 kcal per mole
Highest occupied orbital energy = -10.32 eV

```
14
Properties=species:S:1:pos:R:3:nbo_charge:R:1
O 2.42575 1.03293 0.05588 -0.48
C 1.80704 0.04967 -0.25949 0.26
C -1.02102 0.20244 -0.53205 0.40
O -1.24232 1.01468 0.33873 -0.53
C -1.05777 -1.26975 -0.18862 -0.18
O -0.85245 -1.47378 1.17855 -0.71
H 0.97113 2.46008 0.75521 0.00
H 1.52917 -0.14264 -1.31254 0.09
H 1.41748 -0.69493 0.45914 0.13
H -0.81318 0.50979 -1.57624 0.14
H 0.22898 2.41546 0.76687 0.00
H -2.05660 -1.60128 -0.51701 0.20
H -0.32048 -1.85122 -0.75564 0.19
H -1.11579 -0.64674 1.61737 0.49
```